# 1
ORCA calculation (wB97M-V/def2-TZVPD) on 2 unconnected molecules or ions with the total composition CH4N2O2 at a distorted geometry.

XYZ file:
```
9
Properties=species:S:1:pos:R:3:lowdin_charge:R:1
C -1.00073 -0.39003 0.38330 -0.239
N 2.07006 0.10141 0.43589 -0.361
N -0.33286 -1.04696 -0.39281 -0.337
O 2.33366 -0.40885 -0.90851 -0.537
O -0.78572 -2.16714 -0.82544 -0.370
H -2.02967 -0.68313 0.62042 0.013
H 1.41539 -0.97317 -1.06570 0.040
H -0.76216 0.49764 0.84465 -0.022
H 1.19175 0.68770 0.39187 -0.186
```

Output
maximum force = 0.099 Eh/bohr
HOMO = 3.6 eV
frontier orbital gap = 4.2 eV
total charge = -2
calculated total energy = -8168.0343 eV

=====

# 2
ORCA calculation (wB97M-V/def2-TZVPD) on 2 unconnected molecules or ions with the total composition CH4N2O2 at a distorted geometry.

XYZ file:
```
9
Properties=species:S:1:pos:R:3:lowdin_charge:R:1
C 0.12088 0.33246 -0.82093 -0.319
N 0.06863 -1.05558 1.84321 -0.033
N -0.36953 -0.00190 1.51777 0.019
O -1.04693 1.00642 -0.83424 -0.009
O 0.32999 -0.39329 -1.99489 0.017
H 1.00040 0.82494 -0.41992 0.102
H -0.12839 -1.46339 2.77702 0.062
H -1.24620 1.25515 0.08421 0.070
H 1.27116 -0.50482 -2.15223 0.092
```

Output
maximum force = 0.031 Eh/bohr
HOMO (spin up / spin down) = -8.2 / -6.7 eV
frontier orbital gap (spin up / spin down) = 9.1 / 7.2 eV
calculated total energy = -8172.8778 eV

=====

# 3
ORCA calculation (wB97M-V/def2-TZVPD) on 2 unconnected molecules or ions with the total composition CH4N2O2 at a distorted geometry.

XYZ file:
```
9
Properties=species:S:1:pos:R:3:lowdin_charge:R:1
C -0.03437 -0.50541 -0.62687 0.075
N 1.54313 0.25562 0.55172 0.070
N -1.23576 -0.02907 -0.02224 -0.493
O -1.71157 -0.67373 0.88835 0.069
O -1.60067 1.05290 -0.41611 0.066
H 0.19993 0.05139 -1.55439 0.106
H 0.03039 -1.61031 -0.56815 0.109
H 1.20795 0.24521 1.51522 0.005
H 1.60096 1.21341 0.23248 -0.006
```

Output
maximum force = 0.081 Eh/bohr
HOMO (spin up / spin down) = -10.6 / -10.6 eV
frontier orbital gap (spin up / spin down) = 9.4 / 9.4 eV
calculated total energy = -8171.5154 eV